1.
The following is a DFT calculation (the ωB97M-V functional and the def2-TZVPD basis) of a 13-piece molecular cluster, C25H72N4O29S6 overall in a non-equilibrium geometry.

Summary:
Largest force on an atom, eV Å⁻¹: 5.5
LUMO level, eV: -0.747

Geometry as ORCA input:
```
! wB97M-V def2-TZVPD RIJCOSX def2/J DEFGRID3
* xyz 0 1
C 20.66 11.98 1.43
O 21.37 12.45 2.55
H 20.06 12.77 0.98
H 21.40 11.82 0.65
H 19.96 11.22 1.78
H 20.74 12.91 3.11
C 15.65 11.58 7.13
O 15.59 12.08 5.85
H 16.63 11.15 7.34
H 15.37 12.31 7.88
H 15.04 10.68 7.25
H 15.78 13.02 5.90
C 18.16 10.03 -2.94
O 17.41 10.24 -4.15
H 17.53 9.73 -2.10
H 18.83 9.22 -3.23
H 18.81 10.86 -2.67
H 18.06 10.04 -4.83
O 13.86 21.53 -0.35
S 15.20 21.03 -0.55
O 16.33 21.94 -0.76
O 15.58 19.98 0.69
C 16.94 19.51 0.89
C 17.03 17.99 0.53
C 15.07 19.83 -1.98
H 17.15 19.52 1.96
H 17.60 20.14 0.30
H 16.52 17.23 1.13
H 18.08 17.72 0.64
H 16.68 17.87 -0.49
H 14.71 20.48 -2.78
H 14.54 18.95 -1.63
H 16.05 19.40 -2.12
O 18.18 13.54 8.79
S 19.25 13.65 7.77
O 19.02 13.17 6.41
O 19.63 15.28 7.71
C 20.68 15.83 6.88
C 20.19 16.13 5.46
C 20.96 12.85 8.21
H 21.50 15.12 6.87
H 20.97 16.67 7.51
H 19.34 16.81 5.51
H 19.84 15.27 4.89
H 20.95 16.58 4.82
H 21.60 13.02 7.35
H 20.88 11.77 8.29
H 21.38 13.30 9.11
O 15.57 15.56 -2.71
S 16.18 16.17 -3.90
O 16.95 17.39 -3.77
O 17.08 15.09 -4.83
C 16.74 13.74 -4.80
C 16.96 13.10 -6.17
C 14.87 16.58 -5.11
H 15.67 13.66 -4.60
H 17.08 13.10 -3.98
H 16.46 13.61 -6.99
H 16.64 12.06 -6.17
H 18.04 12.96 -6.32
H 15.30 16.77 -6.09
H 14.38 17.48 -4.75
H 14.17 15.75 -4.99
O 11.00 9.51 -5.82
S 12.01 10.38 -6.42
O 11.72 11.35 -7.47
O 12.66 11.30 -5.15
C 12.84 10.71 -3.84
C 14.17 11.27 -3.33
C 13.46 9.36 -6.86
H 13.06 9.66 -4.02
H 12.03 10.75 -3.11
H 14.08 12.35 -3.27
H 14.85 11.16 -4.18
H 14.40 10.72 -2.41
H 13.76 8.85 -5.95
H 14.23 9.99 -7.30
H 13.00 8.60 -7.50
O 19.06 14.95 2.25
S 17.70 14.43 2.14
O 16.51 15.21 2.42
O 17.50 13.68 0.69
C 16.23 13.10 0.32
C 16.42 11.60 0.01
C 17.54 12.87 3.20
H 15.80 13.57 -0.56
H 15.51 13.20 1.12
H 15.49 11.38 -0.51
H 16.61 11.02 0.92
H 17.30 11.42 -0.60
H 18.11 12.99 4.12
H 17.87 11.99 2.64
H 16.46 12.91 3.33
O 11.13 16.11 -0.91
S 12.53 16.59 -1.07
O 13.09 16.96 -2.38
O 12.71 17.89 0.04
C 12.32 17.63 1.35
C 13.61 17.71 2.19
C 13.71 15.30 -0.37
H 11.73 16.73 1.53
H 11.72 18.52 1.51
H 14.18 18.60 1.93
H 14.42 16.98 2.28
H 13.29 17.80 3.23
H 13.45 14.53 0.36
H 14.62 15.88 -0.18
H 13.80 14.63 -1.23
C 13.51 9.02 0.90
N 13.43 10.01 2.01
O 14.42 10.66 2.22
O 12.45 10.00 2.82
H 13.04 8.15 1.37
H 14.50 8.69 0.58
H 13.00 9.47 0.05
C 16.47 8.76 4.40
N 17.37 8.18 3.40
O 17.58 8.78 2.37
O 17.95 7.17 3.63
H 16.60 8.20 5.33
H 15.49 8.91 3.95
H 16.80 9.79 4.55
C 20.48 10.25 4.68
N 20.24 9.58 6.02
O 21.07 9.76 6.91
O 19.28 8.92 6.18
H 21.50 10.01 4.40
H 20.26 11.31 4.76
H 19.83 9.78 3.93
C 13.12 13.30 4.56
N 12.06 13.49 3.53
O 12.55 13.78 2.41
O 10.86 13.35 3.74
H 14.11 13.61 4.23
H 13.13 12.32 5.04
H 12.98 13.93 5.43
*
```

2.
The following is a DFT calculation (the ωB97M-V functional and the def2-TZVPD basis) of C73H145NO25Rb2 as an isolated structure in a non-equilibrium geometry.

Summary:
Largest force on an atom, eV Å⁻¹: 4.0
LUMO level, eV: -0.019

Geometry as ORCA input:
```
! wB97M-V def2-TZVPD RIJCOSX def2/J DEFGRID3
* xyz 0 1
Rb -3.35 1.35 3.31
Rb -4.02 -1.68 -0.51
O -6.98 -1.91 2.90
C -5.96 -1.05 3.08
O -5.03 -1.21 2.27
O -5.98 -0.17 3.93
H -6.54 -2.45 2.24
C 0.15 1.82 -1.10
C -0.57 0.44 -1.23
C 0.52 -0.59 -1.76
C 1.45 -1.15 -0.71
C 0.58 -1.76 0.44
C -0.46 -0.72 1.05
N -1.25 -0.05 -0.01
O -2.35 0.79 0.46
C 0.25 0.32 1.95
C -1.35 -1.64 2.02
C -1.60 0.59 -2.42
H -0.53 2.64 -0.87
H 0.53 2.12 -2.08
H 0.96 1.71 -0.37
H 1.21 -0.11 -2.46
H 0.03 -1.45 -2.22
H 2.13 -0.37 -0.38
H 1.98 -1.96 -1.21
H 1.33 -1.92 1.21
H 0.14 -2.73 0.22
H 0.29 -0.10 2.95
H -0.41 1.18 2.11
H 1.23 0.65 1.61
H -0.75 -2.26 2.68
H -1.92 -2.37 1.46
H -2.07 -1.14 2.68
H -2.23 -0.30 -2.47
H -1.06 0.73 -3.35
H -2.20 1.48 -2.21
C 0.88 3.10 -5.06
C 0.66 2.07 -6.13
O -0.07 2.33 -7.08
C 1.34 0.71 -5.99
H 1.91 3.06 -4.71
H 0.21 2.89 -4.23
H 0.66 4.09 -5.45
H 2.41 0.91 -5.89
H 1.12 0.15 -6.90
H 1.01 0.13 -5.12
C -2.79 -0.97 -6.36
C -4.21 -1.06 -6.73
O -4.84 -2.11 -6.59
C -5.04 0.14 -7.17
H -2.31 -0.74 -7.31
H -2.36 -1.89 -5.97
H -2.65 -0.15 -5.65
H -4.50 1.09 -7.18
H -5.97 0.22 -6.62
H -5.26 0.01 -8.23
C -0.37 10.05 0.39
C -0.58 8.56 0.30
O 0.26 7.85 0.74
C -1.93 7.95 -0.16
H 0.34 10.28 -0.41
H -0.04 10.43 1.35
H -1.29 10.59 0.19
H -2.41 7.27 0.54
H -1.76 7.39 -1.08
H -2.61 8.79 -0.27
C 3.60 -3.79 6.75
C 2.76 -3.67 5.45
O 1.75 -4.36 5.26
C 3.24 -2.84 4.31
H 4.60 -4.12 6.49
H 3.12 -4.40 7.52
H 3.76 -2.81 7.21
H 3.11 -1.78 4.54
H 2.71 -3.15 3.41
H 4.31 -3.02 4.17
C 0.46 -6.91 3.45
C -0.66 -7.90 3.29
O -1.82 -7.63 3.57
C -0.32 -9.20 2.55
H 0.11 -6.05 4.01
H 0.80 -6.50 2.50
H 1.35 -7.41 3.85
H -1.31 -9.65 2.42
H 0.27 -9.85 3.19
H 0.13 -8.93 1.60
C -3.72 5.85 -4.75
C -2.81 6.98 -4.20
O -3.10 7.63 -3.17
C -1.59 7.31 -5.01
H -4.47 5.60 -4.00
H -3.19 4.95 -5.05
H -4.23 6.21 -5.64
H -1.76 6.92 -6.02
H -0.68 6.84 -4.63
H -1.49 8.39 -5.00
C -0.44 -4.62 -2.33
C -0.54 -4.76 -3.85
O -1.09 -5.70 -4.39
C 0.01 -3.58 -4.63
H -1.02 -5.43 -1.89
H -0.76 -3.69 -1.85
H 0.61 -4.77 -2.08
H 0.85 -3.15 -4.09
H -0.73 -2.77 -4.68
H 0.29 -3.92 -5.63
C 6.83 -1.81 1.02
C 5.65 -2.58 1.52
O 5.81 -3.59 2.18
C 4.22 -2.05 1.32
H 7.73 -2.42 1.06
H 7.01 -0.95 1.68
H 6.60 -1.39 0.04
H 4.20 -1.30 0.53
H 3.80 -1.69 2.26
H 3.61 -2.85 0.89
C -3.90 -1.76 6.01
C -3.38 -3.16 5.66
O -2.61 -3.72 6.39
C -3.91 -3.73 4.34
H -3.47 -1.02 5.34
H -3.66 -1.42 7.01
H -4.98 -1.62 5.93
H -3.66 -4.79 4.22
H -3.48 -3.35 3.41
H -5.00 -3.75 4.21
C 3.81 1.64 2.15
C 3.77 3.15 2.28
O 3.68 3.88 1.30
C 4.05 3.72 3.66
H 3.36 1.34 1.21
H 3.22 1.23 2.96
H 4.84 1.28 2.20
H 5.11 3.92 3.85
H 3.62 3.00 4.35
H 3.59 4.69 3.86
C 1.36 7.73 -2.74
C 2.19 6.46 -2.55
O 2.27 5.68 -3.45
C 2.81 6.14 -1.22
H 0.97 7.77 -3.76
H 1.92 8.65 -2.62
H 0.56 7.70 -2.01
H 2.02 5.81 -0.55
H 3.42 6.94 -0.80
H 3.50 5.31 -1.30
C 2.16 -5.29 0.66
C 3.21 -5.22 -0.48
O 3.04 -4.76 -1.59
C 4.56 -5.73 -0.11
H 1.68 -4.32 0.73
H 2.61 -5.61 1.60
H 1.43 -6.06 0.40
H 5.24 -5.56 -0.95
H 4.46 -6.81 -0.07
H 4.94 -5.41 0.86
C 3.75 -2.14 -4.15
C 5.23 -2.19 -3.88
O 6.00 -1.92 -4.82
C 5.76 -2.76 -2.62
H 3.23 -2.16 -3.19
H 3.35 -2.97 -4.74
H 3.54 -1.20 -4.66
H 6.85 -2.69 -2.58
H 5.55 -3.81 -2.41
H 5.39 -2.19 -1.77
C -5.86 -5.30 -3.08
C -4.68 -4.46 -3.53
O -4.11 -3.73 -2.72
C -4.39 -4.49 -4.95
H -5.84 -5.33 -1.99
H -5.96 -6.31 -3.49
H -6.79 -4.80 -3.34
H -5.18 -3.97 -5.50
H -4.34 -5.52 -5.31
H -3.41 -4.07 -5.18
C -4.74 2.11 -3.99
C -5.50 1.27 -2.99
O -4.95 0.34 -2.32
C -7.00 1.42 -2.96
H -3.74 2.37 -3.64
H -5.18 3.08 -4.24
H -4.66 1.53 -4.91
H -7.43 0.96 -3.85
H -7.24 2.49 -3.00
H -7.37 0.87 -2.10
C 3.96 2.44 -2.41
C 4.97 1.37 -2.09
O 4.67 0.42 -1.39
C 6.40 1.56 -2.63
H 3.57 2.24 -3.41
H 4.46 3.41 -2.48
H 3.11 2.40 -1.73
H 6.99 0.64 -2.72
H 7.02 2.17 -1.97
H 6.34 2.01 -3.62
C -3.81 -6.88 0.74
C -3.21 -5.50 0.63
O -3.86 -4.47 0.40
C -1.69 -5.40 0.86
H -3.21 -7.62 0.20
H -4.76 -6.78 0.23
H -3.98 -7.21 1.77
H -1.09 -6.23 0.49
H -1.46 -5.25 1.92
H -1.27 -4.51 0.39
C -2.77 4.16 -1.10
C -4.22 4.40 -0.82
O -4.72 5.50 -0.93
C -5.01 3.28 -0.27
H -2.27 3.83 -0.19
H -2.30 5.07 -1.48
H -2.62 3.37 -1.84
H -4.44 2.35 -0.29
H -5.99 3.23 -0.75
H -5.16 3.40 0.80
C 3.64 0.75 8.17
C 4.26 0.74 6.81
O 3.65 0.20 5.84
C 5.60 1.40 6.58
H 2.68 0.24 8.07
H 3.38 1.78 8.40
H 4.24 0.31 8.96
H 6.01 1.35 5.57
H 6.31 1.03 7.33
H 5.55 2.45 6.87
C 0.32 5.69 4.24
C -0.32 4.72 3.31
O -1.37 4.17 3.62
C 0.35 4.45 1.96
H 1.38 5.53 4.46
H -0.25 5.66 5.17
H 0.12 6.72 3.94
H 1.16 3.71 1.96
H 0.84 5.29 1.47
H -0.35 4.11 1.20
C -0.36 -0.72 6.55
C -0.57 0.71 5.98
O -1.67 1.07 5.64
C 0.64 1.65 5.86
H -1.29 -1.28 6.57
H -0.05 -0.59 7.58
H 0.38 -1.28 5.98
H 1.16 1.76 6.82
H 0.36 2.67 5.58
H 1.39 1.29 5.15
*
```

| no. | E_HOMO (Ha) |
| --- | --- |
| 1 | -0.39157 |
| 2 | -0.20905 |